(1)
15
Properties=species:S:1:pos:R:3:forces:R:3:mulliken_charge:R:1 method="wB97M-V/def2-TZVPD" gap_ev=9.13 homo_energy_ev=-8.80 fmax_ha_per_bohr=0.1336 energy_ha=-759.8753
O 3.5844 -0.3832 0.9839 0.86 0.18 0.90 -0.576
H 3.6771 0.7741 -1.5270 -2.55 -4.14 0.97 0.383
H -0.2810 -3.1519 0.4465 0.30 -0.28 0.23 0.448
C -0.6951 0.4113 -0.1779 0.15 1.47 -2.03 -0.373
C -0.3090 -0.9339 -0.0277 0.22 -5.20 1.35 -0.483
C -0.2356 -2.0988 0.3608 -0.56 2.88 -1.54 -0.088
C 0.4559 1.4251 -0.3775 1.78 0.30 -1.92 -0.463
O 3.0542 -0.2352 -1.3742 2.98 5.26 -3.27 -0.509
N 1.6417 0.9411 0.4113 -0.32 1.70 -2.50 -0.419
H 1.3475 0.8147 1.3318 -0.18 -0.21 2.10 0.288
S 2.5122 -0.4801 0.0318 -0.86 -1.33 1.76 0.645
H -1.5196 0.3972 -0.9161 0.35 0.69 0.32 0.317
H 0.8680 1.6468 -1.4536 -1.09 -1.13 1.65 0.245
H -1.0542 0.6085 0.7798 -1.28 0.88 1.58 0.299
H 0.1719 2.4727 -0.0973 0.20 -1.09 0.40 0.285

***

(2)
22
Properties=species:S:1:pos:R:3:forces:R:3:mulliken_charge:R:1 method="wB97M-V/def2-TZVPD" gap_ev=9.39 smiles="[H]/N=C(/N)N(C)C.C#CC" homo_energy_ev=-8.47 fmax_ha_per_bohr=0.0618 energy_ha=-400.5705
N -1.4922 0.6983 1.7168 -0.09 -0.03 -0.56 -0.812
H 1.3375 1.8630 1.9058 0.09 0.14 0.14 0.359
H 0.9502 2.4422 -0.5645 -0.01 -0.11 0.60 0.407
C 1.6572 1.0043 1.3083 -0.27 -0.30 0.10 -1.087
C 0.2436 1.6083 -0.5532 -0.07 -0.20 -0.58 -1.179
C 0.0540 -1.2897 -1.5440 -2.80 -1.04 -1.09 -0.478
C 1.1065 -1.8516 -1.7205 -0.37 0.01 0.25 0.091
H 0.3510 1.1998 -1.5583 -0.10 -0.24 -0.10 0.286
H 1.9943 -2.4391 -1.7892 0.09 0.36 -0.02 0.432
H 0.2322 -1.8002 0.9318 -0.11 -0.02 -0.15 0.301
H -0.7621 2.0300 -0.5104 -0.03 -0.07 0.36 0.385
C -0.5454 0.0286 1.1705 0.42 1.67 1.58 0.186
H 1.9708 0.2146 1.9937 -0.14 -0.04 -0.13 0.324
H -1.9269 -0.2669 -1.0986 0.28 -0.22 0.16 0.279
N -0.3583 -1.2620 1.5478 -0.31 -1.10 -0.50 -0.434
C -1.5290 -1.1108 -1.6690 2.41 0.47 0.14 -0.887
H 2.5233 1.3026 0.7121 -0.20 -0.14 -0.06 0.392
H -1.3274 1.6956 1.5901 -0.26 -0.09 -0.29 0.257
H -1.7578 -0.8926 -2.7153 0.14 -0.23 0.08 0.337
H -1.2433 -1.7015 1.7680 0.28 -0.12 0.36 0.265
H -2.0246 -2.0337 -1.3604 0.24 0.13 -0.03 0.268
N 0.5465 0.5608 0.4384 0.77 1.19 -0.26 0.307

***

(3)
80
Properties=species:S:1:pos:R:3:forces:R:3:mulliken_charge:R:1 method="wB97M-V/def2-TZVPD" s2=8.7578 multiplicity=6 gap_ev="7.70 / 8.05" homo_energy_ev="-8.03 / -8.64" fmax_ha_per_bohr=0.0989 energy_ha=-5017.5401
S -0.6353 -6.2501 -2.1424 0.76 -2.15 1.46 1.096
H 7.3675 0.2988 -2.7629 -0.03 0.22 -0.78 0.337
H -1.0759 0.2202 -1.6379 0.00 0.14 -0.14 -0.108
C 3.9145 4.4188 -0.7284 0.88 -0.20 1.08 -1.293
H -0.5803 -3.7404 -1.2855 0.10 0.11 0.19 0.211
H -1.7811 0.1800 2.7369 0.07 -0.16 -0.05 0.026
S 1.0954 2.8104 1.2910 1.45 -0.82 0.88 0.886
H -7.1964 0.3874 -0.9244 0.20 0.19 0.35 0.314
H -6.3770 -0.8537 -1.7853 -0.49 -0.25 -0.27 0.308
H 6.6102 1.7187 -2.1159 0.30 0.22 -0.05 0.330
O 0.5994 3.3544 2.5302 0.23 -0.49 -1.53 -0.544
H 0.9677 -1.1496 3.2460 0.76 -0.39 -0.51 0.217
S 3.1315 -0.3148 -2.3301 2.55 -0.57 -2.91 1.231
C 6.3969 0.7709 -2.6103 1.22 0.83 -0.13 -1.129
S -3.1699 2.8178 4.4960 0.14 0.13 0.40 1.161
C 3.3942 3.1226 -0.0049 -0.08 1.09 -1.57 0.130
H 0.0312 4.4663 -0.0882 -0.12 -0.27 0.15 0.417
H 0.1052 -4.0425 0.3741 0.33 -0.50 -0.33 0.246
H -1.3077 1.8317 2.6657 0.15 0.19 0.22 -0.367
H -2.2372 3.9968 2.5373 -0.11 0.00 0.20 0.202
H -2.5302 -0.7854 -1.6448 0.04 0.04 -0.04 0.179
O -4.5573 2.7388 5.0176 3.35 -0.12 -1.17 -0.612
C 0.1015 3.3794 -0.1314 0.61 -1.54 0.32 -0.204
O -2.6599 1.4149 0.3893 -0.58 0.31 -2.54 -0.353
H 4.0412 2.3909 0.4789 0.65 0.71 0.10 0.351
S -3.0796 1.4536 -1.0331 -0.81 -0.21 0.72 1.004
O -4.6133 0.8076 -1.1135 1.54 1.68 -1.35 -0.352
O -3.1170 2.7313 -1.7797 0.06 -2.91 1.71 -0.649
C -5.1565 -0.2013 -0.2721 -1.19 -0.26 1.47 0.337
H -0.8245 2.8045 -0.1400 -0.24 0.49 0.49 -0.398
H 1.4794 -6.6266 -1.1134 -0.23 0.09 0.20 0.328
O 3.2432 0.5781 -3.4970 -0.68 -1.48 2.58 -0.699
H 3.1281 5.1651 -0.8415 -0.34 -0.40 0.08 0.332
H -7.2404 -1.2588 -0.3147 0.71 -0.02 0.58 0.366
H -0.3769 -0.5344 0.7073 0.37 -0.53 -0.30 -0.135
H 0.6157 3.0144 -1.0205 0.33 0.32 -0.03 0.382
O -2.0607 3.3557 5.3088 -2.25 -0.86 -1.42 -0.603
H -1.8522 -2.7344 0.8180 0.29 0.20 -0.23 -0.020
H 0.5180 0.6831 3.6531 0.18 0.65 0.08 0.107
Mn 2.0429 -0.6243 1.0006 -1.29 -1.28 1.46 0.532
H 6.5612 -0.4200 -0.9668 -0.87 -1.38 0.13 0.391
H -4.5566 -1.1104 -0.3143 0.13 0.04 0.16 0.087
C -0.6994 -4.2525 -0.3307 -3.02 0.93 1.21 0.073
O 2.6140 0.1596 -1.0814 0.25 0.62 0.72 -0.196
H -2.2932 -4.2996 1.3057 -0.04 -0.52 -0.44 0.443
C -0.3693 0.7086 4.2857 0.34 0.07 -0.31 -1.225
O 1.4287 1.3395 1.2810 -1.04 4.01 -0.40 -0.349
H -3.8853 4.5666 3.0735 0.17 0.00 -0.15 0.486
H -5.2109 0.2123 0.7350 0.35 -0.28 0.16 0.197
C 5.7272 -0.0366 -1.5545 -2.12 1.49 -0.17 0.348
H 4.3611 4.2921 -1.7145 -0.15 -0.61 0.03 0.358
H 2.0906 -1.9850 -3.7759 -0.08 0.69 -0.06 0.484
H 1.6775 -6.8322 -2.7836 -0.24 0.56 -0.51 0.407
O 1.7986 -1.4580 2.8350 0.30 0.81 -0.78 -0.917
H 5.1587 0.6281 -0.9040 0.16 0.08 0.33 -0.340
C -1.5492 1.0361 3.3705 1.77 -0.83 -0.75 1.080
H -2.3291 0.3767 -3.0122 0.30 -0.10 0.08 0.445
H -3.7064 3.0217 2.1572 0.02 0.13 0.06 0.032
O 4.6925 -0.9400 -2.0813 -1.39 -0.44 0.13 -0.434
C -2.0490 -3.7263 0.4114 1.78 0.46 -0.67 -0.975
O -1.1082 -5.2721 -3.0887 -0.03 -0.62 0.42 -0.561
C -2.1150 0.1708 -1.9634 -1.11 0.96 0.76 -0.425
H -2.8776 -3.6134 -0.2877 -0.04 -0.48 0.05 0.302
H 2.8250 -2.6870 -2.4368 0.08 0.19 0.57 0.362
H 5.9011 1.0601 -3.5369 -0.26 -0.62 0.17 0.345
O -2.7390 1.2971 4.0109 -3.04 1.64 1.80 -0.424
O -1.0195 -7.7138 -2.2500 0.99 4.92 0.80 -0.577
H 1.2434 -1.8646 -2.1918 0.17 0.45 0.28 0.066
H 1.6094 -5.1300 -2.0070 -0.32 -0.08 -0.50 0.001
H 2.9726 2.5445 -0.8272 -0.99 -0.08 0.38 -0.056
C -6.5958 -0.5098 -0.7744 0.96 0.50 -1.59 -1.308
C -3.2403 3.7149 2.8574 -0.13 -0.81 1.34 -0.617
H -0.2683 1.4318 5.0950 0.13 0.08 -0.21 0.289
H -0.3080 -0.2912 4.7154 -0.92 -0.10 0.15 0.407
C 2.2054 -1.8306 -2.7030 0.89 -0.45 -0.60 -0.933
O 2.4705 3.6194 0.9978 -1.09 -1.02 -0.01 -0.280
H 4.6787 4.9253 -0.1389 0.03 -0.06 0.18 0.346
C 1.2292 -6.1501 -2.0612 -0.95 -1.06 0.83 -0.598
O -0.9526 -5.6543 -0.5556 0.63 -1.74 -2.42 -0.386
O 0.2734 -1.1234 0.2775 -0.44 0.48 -0.52 0.084

***

(4)
8
Properties=species:S:1:pos:R:3:forces:R:3:mulliken_charge:R:1 method="wB97M-V/def2-TZVPD" gap_ev=10.34 smiles=C.S homo_energy_ev=-9.81 fmax_ha_per_bohr=0.0857 energy_ha=-439.8376
H -1.0644 1.8784 0.7450 -2.83 -0.76 -0.21 0.129
H 0.2538 2.3942 -0.4586 0.15 -0.40 3.51 0.160
H -0.5017 -4.2569 -0.8397 -0.09 -0.20 -0.11 0.220
H -0.2819 -4.5501 -2.6299 0.09 -0.21 0.28 0.228
H -0.5399 -2.9263 -2.0229 -0.08 -0.25 0.17 0.225
S 0.1076 2.1593 1.0961 2.68 1.15 -3.30 -0.289
H 0.9554 -3.6969 -1.6618 0.66 -0.19 0.03 0.235
C -0.0904 -3.8985 -1.7782 -0.58 0.85 -0.37 -0.908